#a
ORCA calculation (ωB97M-V/def2-TZVPD) on the molecule C5H4O.

Properties
SMILES string: C#CC(=O)C=C
orbital gap: 0.3282 Eh

```
! RIJCOSX wB97M-V def2-TZVPD def2/J DEFGRID3
* xyz 0 1
C 0.95 -1.64 2.22
C 0.57 -1.06 1.12
C -0.28 -0.23 0.38
O -1.33 0.15 0.87
C 0.23 0.20 -1.04
C -0.75 1.27 -1.50
H 1.71 -1.88 2.94
H 1.29 -0.20 -1.48
H -0.66 2.12 -2.46
H -1.73 1.27 -1.05
*
```

***

#b
ORCA calculation (ωB97M-V/def2-TZVPD) on the molecule C5H4O.

Properties
orbital gap: 0.3406 Eh

```
! RIJCOSX wB97M-V def2-TZVPD def2/J DEFGRID3
* xyz 0 1
O -2.28 -0.04 -0.81
C -1.36 -0.69 0.03
C 0.01 -0.21 -0.08
C 1.16 0.22 -0.08
C 2.60 0.70 -0.81
C 2.42 0.70 0.47
H -2.14 0.91 -0.73
H -1.43 -1.76 -0.19
H -1.60 -0.57 1.11
H 2.64 0.80 1.52
*
```

***

#c
ORCA calculation (ωB97M-V/def2-TZVPD) on the molecule C5H4O.

Properties
SMILES string: C#C/C=C\C=O
orbital gap: 0.3367 Eh

```
! RIJCOSX wB97M-V def2-TZVPD def2/J DEFGRID3
* xyz 0 1
C -2.02 1.02 -0.67
C -1.19 0.17 -0.49
C -0.20 -0.85 -0.57
C 0.70 -0.85 0.43
C 1.37 0.45 0.70
O 2.50 0.45 1.18
H -2.72 1.79 -0.90
H -0.47 -1.79 -1.04
H 1.26 -1.75 0.68
H 0.76 1.36 0.69
*
```

***

Each structure's energy above the most stable one, in kcal/mol: #a 50.6; #b 59.1; #c 0.0.

***

#a
ORCA calculation (ωB97M-V/def2-TZVPD) on a cluster of 2 separate species, C5H4O in total.

Properties
SMILES string: OC1=C=C1.C#C
orbital gap: 0.3467 Eh

```
! RIJCOSX wB97M-V def2-TZVPD def2/J DEFGRID3
* xyz 0 1
O 3.67 0.21 -0.06
C 2.43 -0.14 0.05
C 1.48 -1.18 0.15
C 1.10 0.11 -0.13
H 4.24 -0.49 0.32
H 0.43 0.82 -0.40
C -2.86 0.27 -0.23
C -2.10 -0.58 0.12
H -3.82 0.67 -0.28
H -1.16 -1.05 0.19
*
```

***

#b
ORCA calculation (ωB97M-V/def2-TZVPD) on the molecule C5H4O.

Properties
orbital gap (spin up / spin down): 0.2441 / 0.2499 Eh

```
! RIJCOSX wB97M-V def2-TZVPD def2/J DEFGRID3
* xyz 0 1
C 0.70 -0.77 -0.84
C 1.35 -1.38 0.10
C -0.08 0.47 -0.52
C -0.10 0.76 0.88
C -1.31 1.09 0.11
O 0.60 0.18 1.68
H 0.29 -1.02 -1.83
H 2.26 -1.87 0.44
H -1.62 2.12 -0.29
H -2.09 0.43 0.26
*
```

***

Each structure's energy above the most stable one, in kcal/mol: #a 0.0; #b 33.1.

***

#a
ORCA calculation (ωB97M-V/def2-TZVPD) on the molecule C5H4O.

Properties
orbital gap (spin up / spin down): 0.3012 / 0.2670 Eh

```
! RIJCOSX wB97M-V def2-TZVPD def2/J DEFGRID3
* xyz 0 1
C -0.56 0.34 0.10
C -0.76 -0.74 -0.51
C -0.01 1.38 1.04
C 1.42 1.20 0.76
C -1.11 -1.85 -1.28
O -0.62 1.91 1.95
H 1.62 1.00 -0.26
H 2.27 1.28 1.43
H -1.72 -2.64 -1.13
H -0.52 -1.89 -2.11
*
```

***

#b
ORCA calculation (ωB97M-V/def2-TZVPD) on the molecule C5H4O.

Properties
SMILES string: C#CC(O)C#C
orbital gap: 0.4088 Eh

```
! RIJCOSX wB97M-V def2-TZVPD def2/J DEFGRID3
* xyz 0 1
C -2.10 1.09 -0.08
C -1.13 0.38 -0.09
C 0.02 -0.52 -0.32
O -0.19 -1.82 0.20
C 1.31 0.07 0.10
C 2.40 0.53 0.30
H -2.97 1.71 -0.13
H 0.08 -0.64 -1.40
H -0.78 -1.75 0.96
H 3.38 0.94 0.46
*
```

***

Each structure's energy above the most stable one, in kcal/mol: #a 29.1; #b 0.0.

***

#a
ORCA calculation (ωB97M-V/def2-TZVPD) on a structure of composition C4H8FN.

Properties
orbital gap: 0.3493 Eh

```
! RIJCOSX wB97M-V def2-TZVPD def2/J DEFGRID3
* xyz 0 1
C 1.02 0.05 0.48
C -0.44 -0.04 0.09
C -1.11 0.36 1.29
C -0.93 -0.74 -1.12
H 1.39 1.94 -0.30
H 1.66 0.65 -1.34
H 1.04 0.58 1.52
H 1.43 -0.99 0.65
H -2.09 0.31 1.18
H -0.54 0.11 2.55
H -1.89 -0.47 -1.29
H -1.20 -1.85 -0.91
N 1.77 1.00 -0.48
F -0.11 -0.90 -2.33
*
```

***

#b
ORCA calculation (ωB97M-V/def2-TZVPD) on a structure of composition C4H8FN.

Properties
orbital gap: 0.3737 Eh

```
! RIJCOSX wB97M-V def2-TZVPD def2/J DEFGRID3
* xyz 0 1
C -0.66 1.08 -0.13
C -1.75 0.12 0.18
C 1.48 -0.65 -0.35
C 1.04 0.54 0.54
N -0.77 2.16 -0.72
F 1.89 1.58 0.55
H -1.76 -0.05 1.24
H -2.76 0.43 -0.20
H -1.57 -0.94 -0.20
H 1.76 -1.58 0.16
H 0.71 -0.76 -1.10
H 2.45 -0.38 -0.89
H 0.82 0.20 1.54
H 0.14 2.60 -0.74
*
```

***

Each structure's energy above the most stable one, in kcal/mol: #a 68.8; #b 0.0.

***

#a
ORCA calculation (ωB97M-V/def2-TZVPD) on a cluster of 3 separate species, C3H13NO3 in total.

Properties
SMILES string: NCCCO.O.O
orbital gap: 0.3715 Eh

```
! RIJCOSX wB97M-V def2-TZVPD def2/J DEFGRID3
* xyz 0 1
N 2.29 -1.32 1.42
C 2.02 -0.02 0.78
C 0.56 0.35 0.89
C 0.23 1.81 0.46
O -1.16 2.07 0.73
H 1.99 -2.06 0.81
H 3.28 -1.41 1.58
H 2.26 0.02 -0.30
H 2.66 0.76 1.22
H 0.03 -0.42 0.34
H 0.37 0.30 1.94
H 0.87 2.41 1.11
H 0.65 2.03 -0.52
H -2.06 1.77 0.68
O -2.93 0.63 2.68
H -2.90 1.35 2.05
H -3.03 1.08 3.53
O -0.46 -3.16 -6.16
H 0.46 -3.30 -6.43
H -0.80 -2.51 -6.78
*
```

***

#b
ORCA calculation (ωB97M-V/def2-TZVPD) on a cluster of 4 separate species, C3H13NO3 in total.

Properties
SMILES string: C=CNC.O.O.O
orbital gap: 0.3438 Eh

```
! RIJCOSX wB97M-V def2-TZVPD def2/J DEFGRID3
* xyz 0 1
C -2.32 -1.46 1.52
C -1.09 -1.72 1.11
N -0.27 -0.83 0.40
C 0.62 -1.46 -0.59
H -2.86 -0.56 1.23
H -2.81 -2.17 2.16
H -0.58 -2.57 1.57
H -0.85 -0.22 -0.17
H 1.58 -1.76 -0.16
H 0.85 -0.70 -1.34
H 0.11 -2.30 -1.09
O 1.89 0.89 1.04
H 1.14 0.25 0.97
H 2.64 0.35 1.29
O -0.98 1.19 -1.58
H -0.18 1.63 -1.90
H -1.49 1.93 -1.21
O 1.39 2.38 -1.32
H 1.62 1.95 -0.48
H 1.05 3.26 -1.07
*
```

***

Each structure's energy above the most stable one, in kcal/mol: #a 32.5; #b 0.0.

***

#a
ORCA calculation (ωB97M-V/def2-TZVPD) on a cluster of 3 separate species, C3H13NO3 in total.

Properties
SMILES string: CNCCO.O.O
orbital gap: 0.3579 Eh

```
! RIJCOSX wB97M-V def2-TZVPD def2/J DEFGRID3
* xyz 0 1
C -0.39 -0.32 2.38
N -0.26 0.06 1.02
C 0.36 1.33 0.72
C 0.52 1.54 -0.79
O 1.41 0.53 -1.27
H 0.55 -0.33 2.95
H -1.04 0.35 2.99
H -0.80 -1.30 2.65
H -1.12 -0.10 0.52
H 1.27 1.41 1.30
H -0.41 2.11 0.94
H 0.79 2.56 -1.02
H -0.45 1.40 -1.29
H 0.96 0.08 -1.99
O 0.20 -2.17 -0.50
H 0.39 -1.33 -0.01
H 1.02 -2.46 -0.89
O -0.84 -0.73 -2.58
H -0.74 -1.44 -1.90
H -1.41 -1.19 -3.21
*
```

***

#b
ORCA calculation (ωB97M-V/def2-TZVPD) on a cluster of 3 separate species, C3H13NO3 in total.

Properties
SMILES string: CNCCO.O.O
orbital gap: 0.3716 Eh

```
! RIJCOSX wB97M-V def2-TZVPD def2/J DEFGRID3
* xyz 0 1
C 1.57 1.11 0.81
N 0.14 1.01 0.41
C -0.55 -0.09 1.01
C -1.72 -0.45 0.15
O -1.32 -0.74 -1.18
H 1.97 0.11 0.95
H 1.59 1.53 1.83
H 2.01 1.84 0.14
H -0.21 1.94 0.60
H 0.19 -0.89 0.88
H -0.78 0.06 2.06
H -2.21 -1.34 0.54
H -2.53 0.28 0.16
H -0.47 -0.28 -1.25
O 0.63 -5.29 -1.49
H 0.83 -4.60 -2.13
H 1.12 -5.05 -0.70
O 0.03 3.90 -1.14
H -0.20 3.93 -0.20
H -0.09 3.00 -1.45
*
```

***

Each structure's energy above the most stable one, in kcal/mol: #a 0.0; #b 15.1.

***

#a
ORCA calculation (ωB97M-V/def2-TZVPD) on the ion C4H7N4 with charge +1.

Properties
orbital gap: 0.3402 Eh

```
! RIJCOSX wB97M-V def2-TZVPD def2/J DEFGRID3
* xyz 1 1
C 2.14 1.18 -0.04
C 0.85 0.81 0.10
C -1.35 0.99 0.14
C -0.42 -1.27 0.22
N 2.81 0.02 -0.11
N 2.05 -1.00 -0.04
N 0.81 -0.55 0.10
N -1.49 -0.38 -0.36
H 2.61 2.14 -0.09
H -1.59 1.13 1.18
H -1.61 1.78 -0.54
H -0.36 -2.22 -0.32
H -0.65 -1.47 1.28
H -2.41 -0.79 -0.14
H -1.39 -0.37 -1.39
*
```

***

#b
ORCA calculation (ωB97M-V/def2-TZVPD) on a structure of composition C4H7N4.

Properties
orbital gap: 0.2968 Eh

```
! RIJCOSX wB97M-V def2-TZVPD def2/J DEFGRID3
* xyz 1 1
C 1.18 -1.97 0.33
C 1.71 -0.59 0.46
C -1.20 0.85 -0.30
C 0.94 -0.47 -0.81
N 0.29 -1.69 -0.61
N 2.53 -0.21 1.24
N -2.12 -0.04 -0.20
N -1.25 2.07 -0.14
H 1.58 -2.83 0.80
H 1.03 -0.23 -1.86
H 2.77 0.73 1.32
H -1.84 -0.99 -0.43
H -3.03 0.13 0.27
H -0.42 2.67 -0.27
H -2.17 2.56 0.20
*
```

***

#c
ORCA calculation (ωB97M-V/def2-TZVPD) on a cluster of 2 separate species, C4H7N4 in total.

Properties
orbital gap: 0.2449 Eh

```
! RIJCOSX wB97M-V def2-TZVPD def2/J DEFGRID3
* xyz 1 1
C -1.88 1.91 -0.40
C -2.70 0.93 -0.04
C 2.75 0.07 0.19
C 1.33 0.08 0.63
N -1.10 2.65 -0.82
N -4.36 -0.83 0.32
N -3.59 0.13 0.12
N 0.42 -0.54 0.08
H 2.79 0.55 -0.81
H 3.33 0.72 0.89
H 2.98 -1.05 0.13
H 0.97 0.99 1.25
H -4.10 -1.70 0.99
H -5.24 -1.01 -0.21
H 0.75 -1.29 -0.49
*
```

***

Each structure's energy above the most stable one, in kcal/mol: #a 0.0; #b 13.5; #c 20.1.

***

#a
ORCA calculation (ωB97M-V/def2-TZVPD) on a cluster of 2 separate species, C5H7N4O in total.

Properties
orbital gap (spin up / spin down): 0.2121 / 0.2571 Eh

```
! RIJCOSX wB97M-V def2-TZVPD def2/J DEFGRID3
* xyz 1 1
C -0.86 -2.97 0.36
C 1.44 1.67 1.31
C 1.03 1.66 -0.03
C -0.24 0.41 1.10
C -0.87 0.49 -1.29
N 0.27 -3.31 0.45
N -0.02 0.66 -0.15
N 0.63 0.78 1.96
N -1.69 -2.11 0.31
O 1.45 2.33 -1.08
H 2.22 2.40 1.82
H -1.32 1.53 -1.50
H -0.27 0.01 -2.05
H -1.50 -0.34 -1.03
H 0.79 -4.16 0.25
H -2.65 -2.31 0.43
H 1.57 3.26 -0.86
*
```

***

#b
ORCA calculation (ωB97M-V/def2-TZVPD) on the ion C5H7N4O with charge +1.

Properties
SMILES string: [H]/N=C/N[N+]1=CN=CCC1=O
orbital gap (spin up / spin down): 0.3065 / 0.3065 Eh

```
! RIJCOSX wB97M-V def2-TZVPD def2/J DEFGRID3
* xyz 1 1
H -0.80 -3.35 -0.99
N -0.75 -2.37 -1.00
C -1.73 -1.57 -0.95
N -1.51 -0.22 -0.84
N -0.25 0.20 -0.48
C 0.90 -0.46 -0.65
N 1.89 -0.32 0.22
C 1.97 0.68 0.98
C 0.91 1.80 1.10
C -0.34 1.35 0.50
O -1.41 1.79 0.75
H -2.72 -1.77 -1.01
H -2.24 0.28 -0.41
H 1.05 -1.04 -1.44
H 2.87 0.60 1.60
H 0.79 1.81 2.16
H 1.36 2.60 0.48
*
```

***

Each structure's energy above the most stable one, in kcal/mol: #a 64.4; #b 0.0.